DFT (ωB97M-V/def2-TZVPD) results for 2 unconnected molecules or ions with the total composition C7H17OP.

Cartesian coordinates (Å):
C1 2.8864 1.4287 0.3992
C2 -3.5338 0.5717 0.8946
C3 1.6065 -2.1685 0.0080
C4 2.5556 0.2390 -0.4120
C5 -2.0093 0.4514 0.7372
C6 1.7836 -0.6883 0.5108
C7 -1.7442 -0.0004 -0.6559
O1 -1.9004 -1.3197 -0.8034
P1 -0.5521 0.9617 -1.6280
H1 3.1628 1.2094 1.3687
H2 1.9094 1.9112 0.5654
H3 3.6780 2.0352 -0.0976
H4 -3.9801 0.8272 -0.1453
H5 -3.7950 -0.3611 1.2879
H6 -3.9336 1.3556 1.6061
H7 1.6521 -2.7761 0.9152
H8 2.4927 -2.3576 -0.6719
H9 0.5685 -2.2709 -0.5220
H10 1.9417 0.5079 -1.2824
H11 3.4877 -0.2082 -0.7527
H12 -1.5371 1.4148 0.9328
H13 -1.6715 -0.2790 1.4344
H14 0.9325 -0.2825 1.1169
H15 -2.2014 -1.6877 0.0239
H16 -1.5273 1.6206 -2.2966
H17 -0.2719 -0.1344 -2.5332

Its largest force on an atom is 2.9 eV/Å. The calculation puts the energy relative to the best compared isomer or geometry (same formula, charge and spin) at 442.0 kJ/mol. Its electronic energy is -18865.7360 eV.